# C31H27Br4FeN4O6

A molecular structure, C31H27Br4FeN4O6 in a non-equilibrium geometry (ωB97M-V with the def2-TZVPD basis set, the Open Molecules 2025 dataset).

XYZ file:
```
73
Properties=species:S:1:pos:R:3:mulliken_charge:R:1
Fe -0.096 -0.031 -0.210 0.429
Br 5.764 -0.067 3.459 -0.152
C 3.953 -0.049 2.950 0.209
C 2.955 -0.036 3.938 0.448
Br 3.419 0.021 5.754 -0.147
C 1.626 -0.094 3.565 -0.178
Br 0.243 -0.175 4.827 -0.128
C 1.242 -0.130 2.214 -0.783
O 0.042 -0.232 1.830 -0.315
C 2.266 -0.051 1.188 0.077
O 1.894 0.036 -0.023 -0.164
C 3.608 -0.063 1.608 -0.085
Br 4.904 -0.136 0.249 -0.115
O 1.055 4.161 -3.819 -0.541
C 0.571 3.171 -4.531 0.406
O 0.302 3.266 -5.702 -0.631
C 0.364 1.861 -3.842 0.582
C 0.057 0.698 -4.529 -0.574
N -0.112 -0.268 -3.616 -0.496
N 0.075 0.185 -2.376 0.847
C 0.351 1.476 -2.476 -0.622
C 0.478 2.301 -1.230 1.044
O 1.002 3.411 -1.311 -0.916
O -0.026 1.812 -0.180 -0.529
H 1.143 3.951 -2.841 0.440
H -0.023 0.543 -5.586 0.559
H -0.337 -1.241 -3.765 0.185
C -2.954 0.186 2.146 -0.870
C -3.420 1.135 1.093 1.533
C -4.320 2.138 1.404 -1.259
C -4.785 3.011 0.438 -0.900
C -4.368 2.865 -0.875 -1.100
C -3.472 1.871 -1.231 0.988
C -3.081 1.688 -2.664 -0.979
C -2.962 1.014 -0.238 -1.882
N -2.006 0.064 -0.540 1.966
C -2.231 -1.236 -0.684 1.250
C -3.651 -1.706 -0.897 -2.325
C -1.216 -2.193 -0.680 1.184
C -1.568 -3.629 -0.993 -2.369
N 0.060 -1.879 -0.462 1.161
C 1.045 -2.787 -0.120 -1.270
C 2.162 -2.942 -0.965 0.841
C 2.254 -2.176 -2.244 -0.849
C 3.168 -3.823 -0.611 -0.938
C 3.093 -4.550 0.565 -0.967
C 2.007 -4.382 1.406 -0.884
C 0.977 -3.507 1.092 1.790
C -0.165 -3.341 2.047 -1.356
H -3.308 0.492 3.126 0.507
H -1.870 0.148 2.159 -0.124
H -3.324 -0.819 1.945 0.252
H -4.646 2.242 2.428 0.455
H -5.478 3.793 0.705 0.426
H -4.742 3.530 -1.639 0.485
H -3.783 2.193 -3.322 0.551
H -3.056 0.631 -2.923 0.165
H -2.093 2.101 -2.849 0.084
H -4.336 -0.866 -0.822 0.454
H -3.932 -2.454 -0.158 0.474
H -3.765 -2.158 -1.881 0.446
H -2.067 -3.702 -1.959 0.529
H -2.237 -4.051 -0.246 0.431
H -0.667 -4.237 -1.030 0.463
H 1.464 -2.479 -2.930 0.107
H 3.215 -2.345 -2.722 0.557
H 2.151 -1.114 -2.036 0.067
H 4.009 -3.948 -1.279 0.434
H 3.881 -5.239 0.828 0.447
H 1.953 -4.940 2.330 0.503
H 0.178 -3.547 3.058 0.526
H -0.972 -4.038 1.819 0.258
H -0.577 -2.335 2.013 -0.113
```

Values from the calculation:
maximum force	5.5	eV/Å
⟨S²⟩	0.791
calculated total energy	-13427.785132	hartree
HOMO-LUMO gap (alpha / beta)	6.17 / 6.38	eV
2S+1	2